1.
This record from OMol25 describes the ion C3H8N3 with charge +1 in a non-equilibrium geometry. The level of theory is the ωB97M-V functional and the def2-TZVPD basis.

Output
Net charge = +1
Gap between HOMO and LUMO = 10.6793 eV
Relative energy (zero: lowest compared OMol25 entry of this formula, charge and spin) = 1.1349 eV
E = -283.12205 Ha
SMILES string = N[C@H]1CNC=[NH+]1
HOMO level = -14.26 eV

Element x y z (Å)
C: 1.392 -0.790 0.147
C: 0.281 1.140 -0.007
C: -0.771 -0.006 -0.391
N: 1.518 0.520 0.286
N: 0.214 -1.149 -0.289
N: -1.871 -0.055 0.492
H: 2.230 -1.407 0.323
H: 0.420 1.795 -0.935
H: -0.053 1.792 0.720
H: -1.035 0.306 -1.453
H: 2.290 0.823 0.791
H: 0.015 -2.148 -0.589
H: -1.919 -0.905 0.987
H: -2.712 0.084 -0.082

---

2.
This record from OMol25 describes a cluster of 5 separate species, C30H71N5O5 in total in a non-equilibrium geometry. The level of theory is the ωB97M-V functional and the def2-TZVPD basis.

Output
Net charge = -1
Gap between HOMO and LUMO (spin up / spin down) = 1.6724 / 7.9735 eV
Relative energy (zero: lowest compared OMol25 entry of this formula, charge and spin) = 0.0000 eV
E = -1835.28959 Ha
Spin multiplicity = 2
HOMO level (spin up / spin down) = 0.79 / -5.58 eV

Element x y z (Å)
C: -3.536 3.451 -4.603
C: -3.994 2.263 -3.707
C: -3.321 0.916 -4.088
O: -3.813 0.312 -5.223
C: -5.209 0.016 -5.162
N: -3.604 2.695 -2.334
H: -3.795 4.361 -4.061
H: -4.030 3.363 -5.570
H: -2.453 3.533 -4.696
H: -5.081 2.191 -3.675
H: -3.463 0.163 -3.313
H: -2.287 1.220 -4.249
H: -5.450 -0.773 -5.874
H: -5.918 0.809 -5.397
H: -5.554 -0.464 -4.246
H: -4.122 3.526 -2.089
H: -2.602 2.823 -2.327
C: 4.360 5.241 2.259
C: 3.028 5.407 1.529
C: 2.825 4.339 0.484
O: 2.284 4.862 -0.697
C: 1.653 3.897 -1.506
N: 1.981 5.280 2.479
H: 4.573 5.946 3.063
H: 5.140 5.587 1.582
H: 4.446 4.244 2.691
H: 2.788 6.332 1.006
H: 2.192 3.497 0.763
H: 3.734 3.849 0.136
H: 1.184 4.453 -2.318
H: 0.725 3.493 -1.102
H: 2.336 3.201 -1.994
H: 1.139 4.890 2.079
H: 1.688 6.096 2.997
C: -4.967 -4.878 0.555
C: -5.082 -4.712 -0.950
C: -3.863 -4.041 -1.672
O: -4.309 -3.950 -3.038
C: -3.244 -3.333 -3.839
N: -5.260 -5.990 -1.667
H: -3.991 -4.637 0.975
H: -5.136 -5.869 0.976
H: -5.574 -4.149 1.092
H: -5.970 -4.168 -1.271
H: -2.911 -4.565 -1.586
H: -3.766 -3.022 -1.300
H: -2.944 -2.308 -3.618
H: -3.747 -3.239 -4.801
H: -2.416 -4.029 -3.968
H: -4.524 -6.675 -1.577
H: -5.124 -5.685 -2.620
C: -2.584 -1.479 2.347
C: -2.785 -0.132 1.724
C: -2.066 0.925 2.632
C: -0.577 0.907 2.361
C: -0.049 1.001 0.916
C: -0.795 0.049 -0.043
N: -2.235 -0.002 0.295
O: -3.105 -0.453 -0.677
C: -0.493 0.526 -1.503
C: -0.180 -1.422 0.052
C: -4.332 0.122 1.856
H: -3.328 -1.653 3.123
H: -1.602 -1.568 2.812
H: -2.619 -2.193 1.524
H: -2.489 1.915 2.459
H: -2.210 0.629 3.671
H: -0.136 0.049 2.870
H: -0.094 1.770 2.820
H: 1.032 0.867 0.961
H: -0.131 2.004 0.499
H: -1.098 1.412 -1.698
H: 0.498 0.839 -1.830
H: -0.872 -0.255 -2.162
H: 0.800 -1.662 -0.360
H: -0.021 -1.633 1.109
H: -0.897 -2.155 -0.318
H: -4.637 0.257 2.893
H: -5.024 -0.694 1.647
H: -4.546 0.929 1.155
H: -3.454 0.389 -0.978
C: 5.712 1.442 1.677
C: 5.367 -0.039 1.483
C: 6.651 -0.856 2.025
C: 6.513 -2.396 1.960
C: 5.263 -2.632 2.830
C: 3.922 -1.959 2.406
N: 4.165 -0.499 2.312
O: 3.029 0.191 1.972
C: 3.533 -2.627 1.029
C: 2.783 -2.279 3.480
C: 5.261 -0.202 -0.044
H: 5.645 1.825 2.696
H: 5.097 2.074 1.036
H: 6.767 1.597 1.453
H: 7.572 -0.781 1.447
H: 6.908 -0.534 3.034
H: 7.281 -2.959 2.491
H: 6.462 -2.741 0.927
H: 5.475 -2.461 3.886
H: 5.080 -3.706 2.879
H: 4.364 -3.034 0.453
H: 2.983 -3.568 1.038
H: 3.010 -1.946 0.359
H: 2.517 -3.308 3.722
H: 3.023 -1.997 4.505
H: 1.839 -1.860 3.132
H: 4.300 0.140 -0.429
H: 5.471 -1.129 -0.579
H: 6.084 0.330 -0.520
H: 2.931 0.854 2.659

---

3.
This record from OMol25 describes the molecule C4H9NO2 in a non-equilibrium geometry. The level of theory is the ωB97M-V functional and the def2-TZVPD basis.

Output
Gap between HOMO and LUMO = 9.7426 eV
Relative energy (zero: lowest compared OMol25 entry of this formula, charge and spin) = 2.3229 eV
E = -363.00017 Ha
SMILES string = CC[C@@H](N)C(=O)O
HOMO level = -8.98 eV

Element x y z (Å)
O: -2.175 0.468 0.007
C: -1.135 0.013 0.500
O: -1.161 -1.221 1.110
C: 0.410 0.181 0.331
C: 0.760 -0.340 -1.141
C: 2.206 -0.582 -1.261
N: 0.653 1.563 0.596
H: -2.080 -1.612 1.158
H: 1.007 -0.494 1.030
H: 0.340 -1.331 -1.136
H: 0.369 0.108 -2.070
H: 2.587 -1.451 -1.832
H: 2.761 -0.477 -0.381
H: 2.596 0.308 -1.789
H: 0.536 2.224 -0.111
H: 0.560 2.185 1.446

---

4.
This record from OMol25 describes a cluster of 7 separate species, C6H24ClO6 in total in a non-equilibrium geometry. The level of theory is the ωB97M-V functional and the def2-TZVPD basis.

Output
Net charge = -1
Gap between HOMO and LUMO = 9.8744 eV
Relative energy (zero: lowest compared OMol25 entry of this formula, charge and spin) = 0.3250 eV
E = -1154.65481 Ha
HOMO level = -6.58 eV

Element x y z (Å)
Cl: 0.437 0.283 -0.205
C: -1.951 2.018 -3.226
O: -1.224 2.386 -2.085
H: -1.667 1.052 -3.671
H: -3.006 1.831 -2.976
H: -1.851 2.737 -4.037
H: -0.880 1.572 -1.667
C: -2.145 2.740 1.090
O: -2.587 1.405 1.031
H: -2.201 3.271 0.129
H: -2.695 3.314 1.834
H: -1.064 2.777 1.281
H: -1.815 0.841 0.910
C: 0.211 -1.670 -3.470
O: 0.920 -2.091 -2.329
H: 0.907 -1.330 -4.249
H: -0.368 -2.481 -3.924
H: -0.463 -0.830 -3.294
H: 0.645 -1.468 -1.624
C: -1.115 -3.039 0.626
O: -0.276 -2.677 1.716
H: -1.825 -2.242 0.379
H: -0.497 -3.139 -0.275
H: -1.603 -3.988 0.831
H: 0.218 -1.914 1.373
C: 0.133 -0.159 3.835
O: 1.266 0.586 3.398
H: -0.768 0.329 3.463
H: 0.183 -1.206 3.543
H: 0.146 -0.168 4.927
H: 1.123 0.878 2.489
C: 4.199 -0.041 0.950
O: 3.820 0.384 -0.342
H: 3.628 0.464 1.732
H: 4.048 -1.119 1.061
H: 5.256 0.178 1.099
H: 2.860 0.517 -0.326